(1)
Entry from OMol25: an isolated molecule of C4H6N2O (wB97M-V/def2-TZVPD).

Its net charge is 0. The multiplicity is 1. The HOMO-LUMO gap comes out at 8.25 eV. As for the HOMO energy: -0.3040 hartree. Its total energy is -340.5946 Eh.

Each line ends with the Mulliken charge.
Element x y z (Å)
C -2.01871 0.02354 -0.19072  -1.163
C -0.63118 0.06597 0.40944  0.919
C 0.45332 -0.35556 -0.47280  -0.789
C 1.71048 -0.27277 -0.00981  0.607
O 2.97642 -0.39627 -0.73018  -0.341
N 2.62919 -0.04874 0.87302  -0.381
N -0.34487 0.46803 1.59260  -0.732
H -2.76657 0.40597 0.51013  0.356
H -2.28908 -1.00312 -0.46337  0.286
H -2.05795 0.62569 -1.10609  0.292
H 0.28276 -0.71125 -1.48118  0.337
H 3.17208 0.48522 -1.10116  0.382
H -1.18928 0.76423 2.08374  0.227

=====

(2)
Entry from OMol25: a structure of composition C10H20N2PSY (wB97M-V/def2-TZVPD).

Its net charge is 0. The multiplicity is 1. The HOMO-LUMO gap (spin up / spin down) comes out at 4.55 / 4.71 eV. As for the HOMO energy (spin up / spin down): -0.2006 / -0.2026 hartree. Its total energy is -1280.1383 Eh.

Each line ends with the Mulliken charge.
Element x y z (Å)
C -0.40424 0.52635 -3.47989  -0.140
C -1.22994 1.57285 -3.96372  -0.783
C -0.39298 2.70300 -4.28573  -0.366
C 0.95583 2.33678 -4.04394  -0.850
C 0.96950 0.99990 -3.50074  -0.241
Y 1.56871 -0.76494 -0.54142  0.413
P -0.12667 -2.83514 -0.76132  -0.248
H -0.74343 -0.45945 -3.14354  0.218
H -2.31216 1.53543 -4.10042  0.359
H -0.73651 3.67731 -4.65039  0.378
H 1.85171 0.41438 -3.19093  0.300
H 1.84432 2.95592 -4.16090  0.359
H 0.77862 -3.55467 -1.64058  0.118
H -1.29999 -2.95279 -1.59373  0.139
H -0.39996 -3.90535 0.15804  0.142
C 2.38197 0.51223 1.59461  -0.670
N 1.18310 -0.44265 1.68044  0.383
C 1.23297 -1.42519 2.78229  -1.284
C -0.04569 0.18784 1.30919  -0.250
S -0.06486 1.16206 -0.10846  -0.146
N -1.15143 -0.16433 1.99627  0.270
C -1.19871 0.06468 3.46655  -1.136
C -2.45148 0.02607 1.34129  -1.183
H 3.21853 0.03978 2.12003  0.360
H 2.12998 1.48085 2.05570  0.289
H 2.70068 0.76745 0.52433  0.258
H 1.11728 -0.94311 3.76021  0.318
H 0.47025 -2.18591 2.59530  0.383
H 2.22268 -1.88466 2.71692  0.366
H -2.23440 0.31466 3.73821  0.443
H -0.92728 -0.84858 4.01491  0.254
H -0.53822 0.89697 3.76063  0.356
H -2.73986 1.08978 1.31111  0.389
H -2.42124 -0.37294 0.32139  0.363
H -3.20706 -0.52461 1.91829  0.437

=====

Question: What is the multiplicity in the second record?
Answer: 1

=====

Question: multiplicity of number 1 (C4H6N2O)?
Answer: 1

=====

Question: What is the multiplicity in the second record?
Answer: 1